C15H35N5O10S | ωB97M-V/def2-TZVPD

structure (SMILES): C[N+](=O)[O-].O=S1(=O)OCCO1.CN(C)C=O.CN(C)C=O.CN(C)C=O.CN(C)C=O

Geometry as XYZ:
```
66
C15H35N5O10S | the OMol25 dataset | ωB97M-V/def2-TZVPD
C 6.300 0.683 1.636
N 5.452 1.674 2.340
O 4.245 1.518 2.311
O 6.023 2.580 2.909
H 5.673 -0.124 1.278
H 7.075 0.330 2.309
H 6.805 1.183 0.812
C 1.481 0.716 0.875
C 1.414 -0.803 1.134
O 0.037 -1.127 1.359
S -0.880 0.160 1.464
O -1.000 0.502 2.819
O -2.039 0.044 0.663
O 0.113 1.103 0.661
H 2.009 0.933 -0.047
H 1.886 1.263 1.720
H 1.962 -1.114 2.019
H 1.742 -1.337 0.245
C -0.799 1.343 -2.774
O 0.263 1.893 -2.982
N -1.542 0.692 -3.695
C -1.146 0.599 -5.075
C -2.628 -0.170 -3.275
H -1.282 1.295 -1.781
H -1.903 1.034 -5.722
H -0.920 -0.444 -5.321
H -0.187 1.102 -5.203
H -2.277 -1.154 -2.950
H -3.251 0.293 -2.509
H -3.304 -0.344 -4.115
C -2.944 -2.197 3.323
O -2.030 -2.989 3.421
N -3.766 -2.103 2.245
C -4.973 -1.318 2.310
C -3.460 -2.796 1.026
H -3.171 -1.481 4.126
H -5.822 -1.808 1.837
H -4.854 -0.338 1.827
H -5.204 -1.116 3.355
H -2.578 -3.417 1.171
H -4.273 -3.483 0.764
H -3.262 -2.113 0.199
C 0.645 -4.190 -2.987
O 0.313 -4.418 -4.127
N -0.150 -4.389 -1.911
C 0.344 -4.271 -0.565
C -1.460 -4.980 -2.116
H 1.634 -3.797 -2.689
H 0.530 -5.256 -0.122
H -0.336 -3.742 0.101
H 1.311 -3.768 -0.625
H -2.111 -4.318 -2.686
H -1.386 -5.947 -2.615
H -1.936 -5.140 -1.149
C 1.811 6.395 2.368
O 1.613 7.591 2.244
N 1.479 5.446 1.451
C 2.237 4.211 1.391
C 0.855 5.858 0.218
H 2.268 5.981 3.280
H 1.527 3.387 1.417
H 2.938 4.150 2.221
H 2.835 4.166 0.477
H 0.407 4.985 -0.256
H 0.055 6.567 0.415
H 1.594 6.316 -0.446
```

=====

C15H35N5O5 | ωB97M-V/def2-TZVPD

ΔE to the lowest compared entry with this formula, charge and spin: 2.406 eV
structure (SMILES): CNC(C)=O.CNC(C)=O.CNC(C)=O.CNC(C)=O.CNC(C)=O

Geometry as XYZ:
```
60
C15H35N5O5 | the OMol25 dataset | ωB97M-V/def2-TZVPD
C -2.032 -0.039 -0.785
C -2.054 0.443 0.701
O -2.048 1.689 0.968
N -2.100 -0.381 1.739
C -2.024 0.062 3.119
H -2.265 -1.103 -0.826
H -1.038 -0.062 -1.231
H -2.831 0.416 -1.371
H -2.082 -1.385 1.636
H -2.849 -0.384 3.675
H -2.039 1.139 3.284
H -1.072 -0.320 3.488
C 0.920 -5.476 1.569
C -0.438 -5.763 2.101
O -1.361 -6.017 1.303
N -0.583 -5.786 3.445
C -1.707 -6.350 4.210
H 1.016 -5.602 0.490
H 1.715 -6.053 2.040
H 1.173 -4.415 1.559
H 0.183 -5.384 3.967
H -1.390 -7.160 4.867
H -2.575 -6.845 3.776
H -2.041 -5.531 4.847
C -0.026 -3.187 -7.044
C -1.510 -3.383 -6.768
O -2.350 -2.573 -7.017
N -1.704 -4.603 -6.167
C -3.075 -5.162 -5.876
H 0.078 -2.904 -8.091
H 0.530 -4.117 -6.928
H 0.466 -2.477 -6.380
H -0.892 -5.155 -5.931
H -3.003 -6.079 -5.292
H -3.514 -5.616 -6.764
H -3.750 -4.455 -5.394
C 5.863 -0.959 4.331
C 7.164 -0.291 3.868
O 7.540 0.726 4.463
N 7.835 -0.893 2.871
C 9.211 -0.518 2.621
H 6.023 -1.371 5.327
H 5.666 -1.813 3.683
H 5.001 -0.299 4.235
H 7.581 -1.811 2.534
H 9.622 -0.854 1.670
H 9.917 -0.645 3.442
H 9.226 0.544 2.377
C -3.998 12.325 -1.909
C -4.072 10.883 -1.422
O -4.956 10.088 -1.814
N -3.112 10.441 -0.550
C -3.037 9.013 -0.191
H -4.951 12.798 -2.145
H -3.164 12.550 -2.574
H -3.740 13.013 -1.104
H -2.337 11.003 -0.227
H -2.001 8.922 0.135
H -3.234 8.444 -1.099
H -3.773 8.720 0.558
```

=====

Kohn-Sham gap (eV)
8.758 9.382